Version 1
{
  "formula": "H80O40",
  "method": "wB97M-V/def2-TZVPD",
  "symbols": ["H", "H", "O", "H", "H", "O", "H", "H", "O", "H", "H", "O", "H", "H", "O", "H", "O", "H", "O", "H", "H", "O", "H", "H", "O", "H", "H", "O", "H", "H", "O", "H", "O", "H", "H", "O", "H", "H", "O", "H", "H", "O", "H", "H", "O", "H", "H", "O", "H", "H", "O", "H", "O", "H", "H", "O", "H", "O", "H", "H", "O", "H", "H", "O", "H", "H", "O", "H", "H", "O", "H", "H", "O", "H", "H", "O", "H", "H", "O", "H", "H", "O", "H", "H", "O", "H", "H", "O", "H", "O", "H", "H", "O", "H", "H", "H", "H", "H", "H", "O", "H", "H", "O", "H", "H", "O", "H", "H", "O", "H", "H", "O", "H", "H", "O", "H", "H", "O", "H", "H"],
  "positions_angstrom": [[-4.25, -1.18, -2.17], [-4.59, 0.11, -1.32], [-3.86, -0.51, -1.63], [3.57, -3.84, -1.38], [4.08, -5.14, -0.55], [3.92, -4.80, -1.47], [-5.17, 3.10, -1.43], [-5.74, 2.30, -2.62], [-5.94, 2.88, -1.81], [0.82, -1.21, -4.70], [1.33, -2.60, -4.47], [1.62, -1.70, -4.52], [-3.41, -1.11, 0.41], [-3.55, 0.37, 1.01], [-3.14, -0.53, 1.09], [-1.31, -2.62, 4.16], [-0.59, -2.87, 4.75], [-0.40, -1.42, -1.87], [-1.39, -1.60, -2.18], [-4.44, 1.78, 1.58], [-3.27, 2.79, 1.53], [-3.85, 2.26, 2.13], [0.48, 3.34, 5.00], [-0.75, 2.60, 4.22], [0.13, 2.52, 4.78], [-1.80, -4.88, -2.01], [-2.48, -3.80, -1.97], [-2.60, -4.66, -1.85], [-2.33, 5.32, -3.09], [-3.92, 4.94, -3.13], [-3.10, 4.60, -3.20], [-0.76, -0.09, 3.82], [-1.00, 0.83, 3.64], [2.82, 5.09, -2.17], [3.05, 4.65, -0.81], [3.17, 5.40, -1.46], [1.38, 1.68, 3.89], [1.20, 0.90, 2.76], [1.78, 1.60, 3.00], [1.82, -4.17, 3.02], [3.43, -4.12, 3.37], [2.62, -4.63, 3.38], [2.63, -3.96, 1.25], [2.81, -3.21, 0.00], [3.25, -3.58, 0.60], [6.25, 0.66, 1.62], [4.84, 1.04, 1.04], [5.67, 1.41, 1.50], [-6.42, 0.99, -0.51], [-5.60, -0.19, 0.53], [-5.81, 0.16, -0.46], [0.28, -1.52, 2.74], [1.19, -1.32, 2.77], [0.65, 1.00, -2.89], [-0.18, 1.86, -1.84], [-0.06, 0.96, -2.34], [3.38, 3.20, 3.11], [4.15, 3.73, 3.16], [0.22, -3.11, -2.12], [1.35, -4.09, -2.31], [0.45, -3.97, -2.56], [3.57, -1.31, -3.58], [3.98, -1.95, -2.23], [3.88, -1.12, -2.74], [0.44, -0.46, -1.06], [0.55, -0.30, 0.33], [1.09, -0.56, -0.38], [-2.22, 3.45, -4.07], [-2.08, 1.81, -4.12], [-1.94, 2.66, -4.52], [-4.60, -1.00, 4.45], [-4.56, -0.07, 3.35], [-4.95, -0.97, 3.68], [3.34, 1.65, -2.41], [2.71, 0.24, -1.88], [2.60, 1.19, -1.99], [-2.87, -3.44, -4.87], [-2.33, -3.04, -3.51], [-2.93, -2.84, -4.23], [-1.32, -6.61, 0.92], [0.37, -6.44, 0.83], [-0.47, -6.16, 1.01], [5.90, -2.25, -0.60], [6.14, -3.23, -1.48], [5.69, -2.41, -1.50], [-2.71, -0.23, 6.34], [-2.19, 0.82, 5.33], [-2.34, 0.60, 6.38], [0.93, 3.75, -5.38], [0.62, 3.61, -4.52], [3.42, 2.65, 0.63], [2.34, 2.10, -0.56], [2.57, 2.71, 0.15], [1.68, -2.06, 3.39], [-0.53, -3.72, 5.08], [4.67, 3.29, 2.54], [-2.05, -1.15, -1.65], [-0.93, 0.88, 2.76], [-0.27, 3.17, -4.54], [-1.41, 5.04, 2.90], [-1.85, 5.93, 2.67], [-0.57, 5.07, 2.45], [0.99, -3.84, 0.33], [0.69, -4.67, 0.64], [0.41, -3.21, 0.54], [-1.15, -3.39, 1.84], [-1.17, -4.23, 2.42], [-2.06, -3.22, 1.54], [1.19, 4.95, 1.39], [2.10, 5.47, 1.67], [1.72, 4.13, 1.56], [5.08, 2.13, -3.18], [5.78, 1.40, -3.26], [4.30, 1.79, -3.69], [-3.11, 2.17, -1.41], [-2.69, 2.90, -1.88], [-2.97, 1.30, -1.89], [-0.98, 1.52, 0.56], [-0.36, 2.23, 0.39], [-1.80, 1.63, 0.02]],
  "mulliken_charge": [0.14, 0.29, -0.61, 0.23, 0.39, -0.61, 0.27, 0.35, -0.65, 0.26, 0.30, -0.56, 0.22, -0.37, 0.05, 0.27, -0.54, -0.24, 0.24, 0.31, 0.27, -0.61, 0.26, 0.27, -0.64, 0.33, 0.21, -0.62, 0.35, 0.24, -0.64, 0.26, -0.16, 0.25, 0.40, -0.64, 0.43, -0.14, -0.26, 0.21, 0.34, -0.64, 0.36, 0.39, -0.74, 0.28, 0.31, -0.60, 0.35, 0.31, -0.62, 0.15, -0.45, 0.05, 0.08, -0.14, 0.26, -0.60, 0.19, 0.32, -0.66, 0.20, 0.21, -0.51, -0.11, -0.12, 0.29, 0.41, 0.26, -0.74, 0.23, 0.32, -0.58, 0.00, 0.21, -0.17, 0.23, 0.20, -0.56, 0.28, 0.23, -0.56, 0.25, 0.28, -0.52, 0.27, 0.31, -0.61, 0.27, -0.60, 0.08, 0.07, 0.10, 0.24, 0.27, 0.31, 0.20, 0.00, 0.47, -0.60, 0.29, 0.38, 0.22, 0.10, -0.05, -0.43, 0.23, 0.18, -0.73, 0.39, 0.18, -0.62, 0.33, 0.30, -0.53, 0.17, 0.31, 0.49, 0.07, -0.22],
  "lumo_energy_ha": -0.024,
  "charge": 0,
  "homo_lumo_gap_ev": 9.42,
  "multiplicity": 1,
  "e_homo_ev": -10.068
}

Version 2
{
  "formula": "H80O40",
  "method": "wB97M-V/def2-TZVPD",
  "symbols": ["H", "H", "O", "H", "H", "O", "H", "H", "O", "H", "H", "O", "H", "H", "O", "H", "O", "H", "O", "H", "H", "O", "H", "H", "O", "H", "H", "O", "H", "H", "O", "H", "O", "H", "H", "O", "H", "H", "O", "H", "H", "O", "H", "H", "O", "H", "H", "O", "H", "H", "O", "H", "O", "H", "H", "O", "H", "O", "H", "H", "O", "H", "H", "O", "H", "H", "O", "H", "H", "O", "H", "H", "O", "H", "H", "O", "H", "H", "O", "H", "H", "O", "H", "H", "O", "H", "H", "O", "H", "O", "H", "H", "O", "H", "H", "H", "H", "H", "H", "O", "H", "H", "O", "H", "H", "O", "H", "H", "O", "H", "H", "O", "H", "H", "O", "H", "H", "O", "H", "H"],
  "positions_angstrom": [[4.56, 1.64, 0.07], [5.24, 2.03, -1.25], [5.21, 1.90, -0.43], [0.57, 1.96, 4.86], [0.57, 3.03, 3.77], [0.24, 2.04, 3.97], [3.40, 4.73, 0.10], [3.46, 5.66, -1.24], [3.99, 5.25, -0.43], [-3.03, -4.66, 1.91], [-1.58, -4.92, 1.53], [-2.21, -4.35, 2.03], [-2.67, -3.67, -3.24], [-3.70, -4.28, -2.31], [-3.66, -3.70, -3.11], [-3.13, 5.67, -0.91], [-2.85, 5.12, -0.30], [1.71, 4.99, 4.37], [1.71, 4.32, 3.59], [0.96, -5.70, -2.42], [0.70, -4.72, -3.68], [0.28, -5.02, -2.83], [-0.13, 3.01, 1.22], [-0.91, 4.55, 1.60], [-0.15, 3.97, 1.77], [-3.10, -3.12, 0.51], [-4.14, -2.84, -0.60], [-3.99, -3.29, 0.17], [4.52, 0.31, 3.77], [3.17, 0.51, 3.16], [4.01, 0.63, 3.05], [1.28, 1.97, -4.98], [0.83, 2.82, -4.76], [2.74, 2.73, -2.06], [1.90, 3.28, -3.37], [2.26, 2.46, -2.85], [1.16, 2.54, 0.86], [1.42, 1.24, 0.35], [1.93, 1.88, 0.89], [1.35, -2.36, 1.05], [1.86, -3.16, 0.05], [0.93, -3.03, 0.43], [-3.35, 1.56, 5.48], [-1.79, 1.82, 5.29], [-2.43, 1.59, 5.91], [-0.53, -0.96, 1.87], [-0.56, -0.66, 3.31], [-0.51, -1.39, 2.82], [-0.86, 1.17, -0.45], [-1.94, 1.78, 0.07], [-1.03, 2.06, -0.08], [4.82, -0.30, 1.99], [5.42, -0.83, 1.37], [2.93, -0.92, 5.69], [2.06, 0.38, 5.87], [2.97, 0.12, 5.59], [0.57, -1.88, 3.96], [1.47, -1.87, 4.10], [-3.33, 3.34, 3.28], [-2.78, 4.46, 2.45], [-2.65, 4.03, 3.28], [0.28, -4.17, 4.95], [0.72, -4.22, 3.49], [1.09, -4.33, 4.36], [-0.59, -2.46, -3.67], [-0.82, -0.83, -3.74], [-0.83, -1.65, -3.23], [2.88, 0.69, -5.99], [3.18, 0.19, -4.59], [2.49, 0.66, -5.18], [2.93, -2.08, -2.94], [2.84, -2.36, -4.54], [3.25, -1.99, -3.80], [3.32, -1.14, 1.97], [1.86, -1.08, 1.74], [2.70, -1.10, 1.23], [-5.12, 0.12, -0.65], [-6.47, -0.44, -1.14], [-5.98, -0.18, -0.44], [-4.55, 1.11, -3.25], [-3.47, 2.03, -3.66], [-4.43, 1.99, -3.85], [-1.43, -4.84, -1.91], [-1.60, -5.77, -0.76], [-1.98, -5.00, -1.11], [3.10, -1.74, -0.39], [3.97, -2.82, -0.90], [3.07, -2.34, -1.04], [-3.46, -0.04, 0.09], [-3.32, 0.46, -0.91], [-3.49, 3.51, -3.30], [-3.70, 3.43, -1.88], [-2.93, 3.56, -2.53], [5.73, -0.12, 0.75], [-2.20, 4.73, -0.53], [2.00, -2.63, 4.23], [0.86, 4.47, 3.15], [-0.09, 2.63, -4.62], [-2.77, -0.21, -1.32], [-0.31, -3.01, -5.07], [-1.32, -2.79, -5.32], [0.43, -2.34, -5.36], [1.39, -0.09, -0.89], [1.74, 0.02, -1.83], [0.82, -0.80, -0.92], [-0.19, 0.60, -3.50], [-0.33, 0.72, -2.52], [0.75, 0.91, -3.28], [-1.62, 1.88, 2.48], [-1.61, 2.80, 2.95], [-1.26, 1.40, 3.24], [-1.83, -1.20, 0.71], [-1.76, -2.17, 0.59], [-2.39, -1.33, 1.42], [0.31, -0.73, -5.89], [1.01, -0.18, -5.82], [-0.28, -0.40, -5.28], [-2.49, -1.94, 4.51], [-1.88, -1.94, 5.08], [-2.39, -2.67, 3.97]],
  "mulliken_charge": [0.28, 0.24, -0.59, 0.12, 0.19, -0.30, 0.33, 0.31, -0.65, 0.28, 0.21, -0.48, 0.29, 0.36, -0.69, 0.25, -0.48, 0.31, -0.61, 0.28, 0.27, -0.65, 0.37, 0.11, -0.49, 0.19, 0.26, -0.63, 0.26, 0.29, -0.61, 0.34, -0.74, 0.17, 0.33, -0.49, -0.06, 0.10, -0.26, 0.26, 0.32, -0.46, 0.31, 0.38, -0.65, -0.15, 0.49, -0.06, -0.17, 0.14, 0.20, 0.35, -0.66, 0.29, 0.28, -0.61, 0.05, -0.48, 0.36, 0.31, -0.75, 0.33, 0.32, -0.69, 0.27, 0.22, -0.19, 0.25, 0.23, -0.60, 0.37, 0.28, -0.61, 0.16, -0.11, -0.46, 0.45, 0.26, -0.62, 0.36, 0.36, -0.71, 0.35, 0.21, -0.51, 0.38, 0.28, -0.59, 0.35, -0.76, 0.31, 0.35, -0.66, 0.36, 0.22, 0.32, 0.41, 0.36, 0.26, -0.79, 0.35, 0.41, 0.36, -0.14, 0.03, -0.29, -0.07, 0.20, -0.36, 0.69, -0.27, -0.17, -0.02, 0.39, -0.75, 0.53, 0.23, -0.56, 0.24, 0.27],
  "lumo_energy_ha": -0.013,
  "charge": 0,
  "homo_lumo_gap_ev": 10.02,
  "multiplicity": 1,
  "e_homo_ev": -10.367
}

Version 3
{
  "formula": "H80O40",
  "method": "wB97M-V/def2-TZVPD",
  "symbols": ["H", "H", "O", "H", "H", "O", "H", "H", "O", "H", "H", "O", "H", "H", "O", "H", "O", "H", "O", "H", "H", "O", "H", "H", "O", "H", "H", "O", "H", "H", "O", "H", "O", "H", "H", "O", "H", "H", "O", "H", "H", "O", "H", "H", "O", "H", "H", "O", "H", "H", "O", "H", "O", "H", "H", "O", "H", "O", "H", "H", "O", "H", "H", "O", "H", "H", "O", "H", "H", "O", "H", "H", "O", "H", "H", "O", "H", "H", "O", "H", "H", "O", "H", "H", "O", "H", "H", "O", "H", "O", "H", "H", "O", "H", "H", "H", "H", "H", "H", "O", "H", "H", "O", "H", "H", "O", "H", "H", "O", "H", "H", "O", "H", "H", "O", "H", "H", "O", "H", "H"],
  "positions_angstrom": [[-0.80, -2.29, -1.62], [0.56, -2.27, -2.35], [-0.07, -1.72, -1.92], [3.19, -3.42, -0.29], [1.96, -2.94, -1.13], [2.84, -3.34, -1.18], [-1.97, 2.29, -5.72], [-3.58, 2.59, -5.17], [-2.81, 1.97, -5.20], [1.58, 0.39, -4.36], [0.27, 0.06, -3.56], [1.19, 0.33, -3.61], [6.80, 1.42, -0.26], [5.96, 2.48, 0.35], [5.91, 1.54, -0.04], [-1.25, 0.00, 2.64], [-1.36, 0.15, 1.87], [-3.91, 0.17, 1.69], [-4.63, -0.47, 2.12], [-1.57, -3.25, 1.80], [-0.46, -4.08, 1.07], [-0.93, -3.82, 2.05], [2.90, 4.38, -2.74], [1.93, 5.63, -2.94], [2.83, 5.34, -2.86], [-0.15, -5.73, -2.06], [-1.08, -5.30, -0.99], [-0.37, -5.06, -1.44], [-2.58, -5.48, 1.34], [-1.19, -6.14, 1.76], [-1.89, -6.14, 1.02], [-2.16, 3.03, -2.94], [-1.78, 3.08, -2.04], [0.99, -3.76, 2.37], [1.16, -3.88, 0.93], [1.52, -4.15, 1.70], [-3.65, -0.96, -2.10], [-3.98, 0.34, -2.86], [-3.59, -0.68, -2.94], [2.94, 4.65, -0.93], [3.53, 3.46, -0.21], [3.47, 3.79, -1.01], [4.60, 3.18, -2.63], [5.06, 1.83, -2.16], [4.78, 2.32, -2.91], [1.58, 1.98, -4.05], [1.68, 3.10, -3.19], [1.20, 2.88, -3.94], [0.05, 4.41, 0.51], [0.26, 6.06, 0.75], [0.61, 5.14, 0.83], [-2.50, -1.46, 2.93], [-2.72, -2.13, 2.33], [3.09, 0.18, -1.51], [3.17, -1.02, -0.74], [3.23, -0.78, -1.61], [2.08, -1.17, 3.38], [1.28, -0.77, 3.16], [2.91, -3.42, -3.54], [2.42, -2.39, -4.57], [2.10, -3.06, -3.96], [0.43, 1.47, 0.02], [0.53, 3.00, 0.46], [0.74, 2.13, 0.72], [2.00, -5.84, -1.90], [2.24, -6.65, -0.66], [1.98, -5.85, -0.94], [-3.24, -2.26, -0.27], [-4.50, -3.00, -0.56], [-4.03, -2.20, -0.78], [2.59, 2.89, 2.99], [2.82, 4.08, 2.09], [2.26, 3.73, 2.84], [-4.18, -0.13, 0.03], [-3.33, 1.13, -0.47], [-4.15, 0.74, -0.13], [-1.62, -0.97, -3.76], [-2.05, 0.32, -4.59], [-1.35, -0.26, -4.23], [-0.96, 0.43, -2.35], [-1.49, -0.30, -1.16], [-1.02, 0.46, -1.24], [1.86, -3.20, 4.32], [1.80, -3.07, 5.83], [1.93, -2.57, 5.02], [0.92, 4.08, 4.56], [-0.31, 3.59, 5.14], [0.51, 3.43, 5.19], [-5.49, 2.66, -2.40], [-4.57, 2.45, -2.27], [-5.75, -2.81, 2.26], [-4.45, -3.57, 2.85], [-5.34, -3.49, 2.62], [-3.72, -1.70, 2.15], [-0.31, 0.11, 1.64], [1.34, -0.12, 2.61], [-4.78, -0.16, 2.98], [-2.66, 3.35, -1.69], [-4.60, 1.70, -1.44], [-1.67, 4.02, 2.59], [-1.65, 4.08, 1.75], [-0.96, 3.90, 3.24], [1.01, -0.42, 6.38], [1.29, -0.16, 5.42], [0.80, 0.41, 6.80], [0.30, -2.10, 0.47], [0.38, -1.78, 1.28], [0.37, -1.40, -0.22], [3.82, -4.99, 0.99], [3.18, -5.75, 0.84], [3.21, -4.31, 1.19], [3.50, 0.78, 0.37], [4.33, 1.03, 0.86], [2.83, 1.57, 0.61], [0.00, 6.37, -1.50], [0.69, 5.87, -1.09], [-0.32, 5.75, -2.18], [-3.99, 1.77, 3.34], [-3.67, 2.54, 3.66], [-4.16, 2.12, 2.40]],
  "mulliken_charge": [0.19, -0.06, -0.24, 0.18, 0.11, -0.56, 0.33, 0.28, -0.70, 0.30, 0.23, -0.64, 0.25, 0.30, -0.56, 0.34, 0.18, 0.32, -0.65, 0.31, 0.49, -0.83, 0.18, 0.32, -0.66, 0.20, 0.19, -0.36, 0.32, 0.34, -0.68, 0.23, -0.50, 0.55, -0.21, -0.68, 0.26, 0.38, -0.64, 0.38, 0.07, -0.44, 0.34, 0.34, -0.62, 0.43, 0.21, -0.58, -0.02, 0.29, -0.64, 0.11, -0.69, 0.25, 0.26, -0.48, 0.30, -0.51, 0.29, 0.26, -0.59, -0.03, -0.27, 0.97, 0.26, 0.21, -0.43, 0.15, 0.33, -0.71, 0.28, 0.20, -0.55, 0.34, 0.23, -0.79, 0.27, 0.30, -0.61, -0.18, -0.36, 1.20, 0.28, 0.26, -0.55, 0.30, 0.26, -0.56, 0.24, -0.63, 0.25, 0.36, -0.61, 0.49, -0.55, 0.18, 0.32, 0.24, 0.47, -0.45, 0.17, 0.20, -0.61, 0.29, 0.30, 0.94, 0.15, -0.18, -0.62, 0.30, 0.29, -0.49, 0.27, 0.07, -0.65, 0.37, 0.33, -0.64, 0.28, 0.31],
  "lumo_energy_ha": -0.022,
  "charge": 0,
  "homo_lumo_gap_ev": 9.14,
  "multiplicity": 1,
  "e_homo_ev": -9.733
}

Version 4
{
  "formula": "H80O40",
  "method": "wB97M-V/def2-TZVPD",
  "symbols": ["H", "H", "O", "H", "H", "O", "H", "H", "O", "H", "H", "O", "H", "H", "O", "H", "O", "H", "O", "H", "H", "O", "H", "H", "O", "H", "H", "O", "H", "H", "O", "H", "O", "H", "H", "O", "H", "H", "O", "H", "H", "O", "H", "H", "O", "H", "H", "O", "H", "H", "O", "H", "O", "H", "H", "O", "H", "O", "H", "H", "O", "H", "H", "O", "H", "H", "O", "H", "H", "O", "H", "H", "O", "H", "H", "O", "H", "H", "O", "H", "H", "O", "H", "H", "O", "H", "H", "O", "H", "O", "H", "H", "O", "H", "H", "H", "H", "H", "H", "O", "H", "H", "O", "H", "H", "O", "H", "H", "O", "H", "H", "O", "H", "H", "O", "H", "H", "O", "H", "H"],
  "positions_angstrom": [[2.00, 3.41, 3.46], [2.10, 4.85, 3.69], [1.77, 4.07, 4.13], [0.29, -1.83, 4.56], [1.32, -2.54, 3.83], [1.21, -1.64, 4.24], [-0.48, 4.76, 4.49], [-0.56, 5.20, 2.95], [-1.00, 4.91, 3.76], [2.55, 1.28, 2.86], [3.04, 2.37, 1.81], [3.13, 1.46, 2.12], [2.37, -1.12, -6.03], [1.69, -1.94, -4.79], [2.24, -1.24, -5.08], [0.14, -3.86, 0.15], [0.31, -3.24, 0.90], [-0.49, -3.07, 2.55], [-1.07, -3.11, 3.34], [4.08, 0.25, -3.46], [4.55, 0.54, -2.12], [4.71, 0.93, -3.06], [0.22, 5.48, -3.58], [0.72, 4.21, -2.77], [0.85, 4.74, -3.54], [5.52, 2.50, 0.44], [5.02, 3.57, -0.82], [5.03, 3.25, 0.11], [-3.11, -3.43, 1.04], [-4.03, -3.34, 2.09], [-4.12, -3.58, 1.14], [-6.19, 1.77, 1.29], [-5.88, 1.09, 0.73], [2.60, 1.07, 5.75], [1.29, 1.04, 5.09], [2.07, 1.61, 5.16], [-1.04, 6.07, -1.03], [-0.98, 4.62, -1.36], [-0.50, 5.42, -1.45], [2.55, 5.69, 1.04], [3.37, 4.50, 0.65], [2.98, 4.88, 1.47], [-3.40, 2.34, -4.92], [-3.81, 0.99, -4.74], [-3.94, 1.86, -4.29], [-0.69, -0.86, -1.91], [-2.00, -0.84, -2.65], [-1.45, -1.37, -2.13], [-1.01, -2.49, -4.90], [-0.84, -3.41, -3.61], [-0.49, -3.32, -4.47], [-3.51, -1.41, 2.14], [-3.64, -0.96, 1.33], [-5.04, 1.87, -1.77], [-4.40, 2.95, -2.60], [-4.19, 2.29, -1.95], [-3.30, 4.27, 4.47], [-3.39, 3.44, 4.01], [-2.74, 0.12, 4.71], [-3.73, 0.92, 4.25], [-3.62, -0.09, 4.27], [-4.40, -2.24, -0.93], [-5.82, -2.68, -1.21], [-5.11, -2.07, -1.55], [3.05, 0.23, 0.26], [4.03, 1.44, -0.13], [3.59, 0.62, -0.49], [2.28, -1.11, 1.92], [3.70, -1.59, 2.05], [2.84, -1.74, 2.30], [1.38, 2.41, -0.46], [1.43, 2.00, -1.93], [1.04, 2.64, -1.33], [3.64, -5.13, -1.26], [2.97, -3.88, -0.75], [3.35, -4.29, -1.53], [0.77, 0.85, -3.78], [2.21, 0.79, -4.03], [1.65, 0.83, -3.23], [-2.34, -0.31, -5.93], [-3.32, -0.99, -5.11], [-2.38, -0.70, -5.03], [-0.94, -5.58, -1.26], [-2.08, -6.21, -2.11], [-1.29, -6.47, -1.62], [4.14, -2.47, -2.11], [5.55, -2.27, -2.68], [4.73, -1.84, -2.54], [-1.98, 1.59, -1.80], [-1.18, 1.12, -2.04], [-2.97, -3.25, -2.54], [-3.54, -4.19, -1.35], [-3.06, -4.26, -2.15], [-4.27, -0.27, 1.54], [1.24, -3.00, 0.94], [-2.61, 3.49, 3.48], [-1.03, -4.06, 3.55], [-6.63, 0.54, 0.24], [-0.26, 1.42, -1.83], [1.28, -5.67, 0.09], [1.84, -4.91, -0.06], [1.40, -6.14, -0.79], [-0.21, 2.19, 4.46], [-0.83, 2.84, 3.83], [-0.40, 2.56, 5.35], [0.56, -0.46, 2.34], [-0.42, -0.63, 2.35], [0.31, 0.49, 2.45], [-1.62, -0.01, 0.50], [-1.53, -1.00, 0.55], [-2.46, 0.21, 0.10], [-1.97, 2.48, 1.87], [-1.62, 1.69, 1.50], [-2.60, 2.85, 1.23], [2.15, -1.84, -1.04], [2.46, -0.92, -0.88], [2.43, -1.70, -1.94], [5.02, -2.44, 0.47], [5.41, -2.07, -0.31], [4.86, -1.65, 0.92]],
  "mulliken_charge": [0.17, 0.26, -0.53, 0.34, 0.25, -0.58, 0.29, 0.25, -0.53, 0.27, 0.31, -0.60, 0.24, 0.31, -0.53, 0.19, -0.41, 0.26, -0.57, 0.25, 0.35, -0.70, 0.29, 0.32, -0.62, 0.28, 0.32, -0.66, 0.28, 0.32, -0.62, 0.26, -0.54, 0.28, 0.24, -0.57, 0.27, 0.26, -0.63, 0.33, 0.24, -0.56, 0.28, 0.21, -0.48, -0.03, -0.01, 0.26, 0.37, 0.25, -0.68, 0.08, -0.31, 0.24, 0.27, -0.55, 0.34, -0.60, 0.31, 0.31, -0.65, 0.17, 0.37, -0.62, 0.07, -0.01, -0.15, -0.05, 0.30, -0.61, -0.06, 0.50, 0.15, 0.32, 0.33, -0.71, 0.20, 0.23, -0.60, 0.29, 0.35, -0.63, 0.33, 0.32, -0.64, 0.20, 0.23, -0.52, -0.11, -0.18, 0.31, 0.33, -0.62, 0.08, 0.14, 0.27, 0.32, 0.30, 0.00, -0.64, 0.22, 0.34, -0.35, -0.01, 0.28, 0.41, -0.15, 0.00, 0.26, -0.02, 0.07, -0.19, 0.06, 0.14, 0.82, -0.06, -0.08, -0.60, 0.29, 0.25],
  "lumo_energy_ha": -0.016,
  "charge": 0,
  "homo_lumo_gap_ev": 8.98,
  "multiplicity": 1,
  "e_homo_ev": -9.413
}

Stability check: which of them is most stable? version 4.